Below is a molecular structure, C30H62F4NbO21, with properties calculated with ωB97M-V with the def2-TZVPD basis set.

```
118
C30H62F4NbO21 (ωB97M-V with the def2-TZVPD basis set)
F -2.71 9.52 -1.74
C -2.09 9.60 -2.95
F -1.34 10.74 -2.96
C -1.20 8.39 -3.17
F -0.82 8.52 -4.50
F -2.11 7.34 -3.18
Nb 0.66 8.02 -1.73
H -2.85 9.70 -3.72
H -0.35 8.48 -0.25
H 1.36 9.70 -2.02
H 1.64 7.53 -3.21
H 0.17 6.26 -1.67
H 2.06 7.73 -0.59
C 0.40 3.24 -5.28
C -0.23 2.51 -4.11
O 0.60 1.43 -3.63
C 1.63 1.82 -2.88
O 1.89 2.95 -2.58
O 2.29 0.73 -2.49
C 3.45 1.00 -1.69
H 0.65 2.54 -6.08
H -0.29 3.99 -5.66
H 1.31 3.75 -4.97
H -1.16 2.03 -4.41
H -0.44 3.19 -3.29
H 3.20 1.65 -0.85
H 4.23 1.47 -2.30
H 3.79 0.04 -1.32
C -2.53 2.92 3.61
C -3.46 2.48 2.50
O -4.07 3.59 1.83
C -3.27 4.20 0.94
O -2.15 3.88 0.68
O -3.96 5.20 0.40
C -3.22 6.00 -0.54
H -3.05 3.58 4.31
H -2.16 2.05 4.15
H -1.67 3.46 3.20
H -4.30 1.91 2.91
H -2.94 1.85 1.78
H -2.74 5.38 -1.29
H -2.47 6.61 -0.03
H -3.94 6.65 -1.02
C 1.83 -1.68 -4.72
C 0.32 -1.75 -4.82
O -0.14 -3.05 -5.25
C -0.16 -3.97 -4.30
O 0.13 -3.81 -3.15
O -0.58 -5.12 -4.84
C -0.60 -6.21 -3.92
H 2.29 -1.97 -5.67
H 2.12 -0.67 -4.47
H 2.20 -2.35 -3.95
H -0.04 -1.06 -5.58
H -0.15 -1.49 -3.88
H -1.18 -5.97 -3.03
H 0.42 -6.47 -3.63
H -1.05 -7.05 -4.44
C 0.80 -1.86 4.70
C 1.54 -0.67 4.14
O 1.83 -0.82 2.75
C 0.79 -0.59 1.94
O -0.31 -0.28 2.28
O 1.20 -0.78 0.69
C 0.19 -0.60 -0.31
H 1.35 -2.78 4.51
H 0.68 -1.75 5.78
H -0.19 -1.96 4.25
H 2.51 -0.57 4.62
H 0.99 0.26 4.30
H -0.29 0.38 -0.20
H -0.56 -1.39 -0.24
H 0.69 -0.65 -1.27
C 2.85 3.32 10.22
C 3.40 3.20 8.82
O 2.67 2.23 8.04
C 1.50 2.65 7.57
O 1.03 3.74 7.71
O 0.95 1.64 6.90
C -0.33 1.93 6.33
H 2.84 2.35 10.71
H 3.48 3.99 10.81
H 1.83 3.71 10.21
H 4.42 2.83 8.83
H 3.38 4.16 8.30
H -0.29 2.82 5.70
H -1.07 2.07 7.11
H -0.60 1.07 5.73
C 2.12 -6.51 -1.29
C 3.38 -6.43 -0.46
O 4.15 -7.65 -0.53
C 4.86 -7.81 -1.64
O 4.95 -7.04 -2.55
O 5.48 -9.00 -1.56
C 6.26 -9.32 -2.71
H 1.53 -7.38 -1.00
H 1.52 -5.61 -1.14
H 2.35 -6.60 -2.35
H 3.15 -6.32 0.59
H 4.01 -5.60 -0.77
H 6.97 -8.53 -2.93
H 5.62 -9.49 -3.57
H 6.79 -10.24 -2.46
C -6.31 -4.43 1.15
C -6.15 -5.43 0.03
O -5.81 -4.80 -1.21
C -4.53 -4.44 -1.33
O -3.66 -4.64 -0.52
O -4.38 -3.83 -2.50
C -3.05 -3.32 -2.73
H -7.03 -3.66 0.88
H -6.66 -4.94 2.05
H -5.36 -3.95 1.38
H -7.10 -5.93 -0.18
H -5.41 -6.19 0.27
H -2.31 -4.10 -2.59
H -2.85 -2.49 -2.07
H -3.03 -2.98 -3.76
```

## Properties
Charge: -1



Below is 2 unconnected molecules or ions with the total composition C4H10NO6S, with properties calculated with ωB97M-V with the def2-TZVPD basis set.

```
22
C4H10NO6S (ωB97M-V with the def2-TZVPD basis set)
C 1.16 2.01 -0.37
O 1.36 0.68 0.09
S 0.41 -0.45 -0.56
O 0.81 -1.67 0.08
O -0.98 0.07 0.14
C -2.14 0.03 -0.71
C -2.51 1.42 -1.18
N -2.96 2.25 -0.07
H 2.03 2.58 -0.04
H 1.10 2.05 -1.46
H 0.26 2.44 0.07
H -2.94 -0.38 -0.10
H -1.96 -0.64 -1.56
H -1.65 1.84 -1.71
H -3.32 1.33 -1.91
H -3.60 2.97 -0.37
H -2.19 2.67 0.43
C 3.70 -4.02 2.16
O 3.32 -3.15 2.97
O 3.12 -3.90 0.86
O 4.40 -5.03 2.31
H 2.56 -3.12 0.91
```

## Properties
Charge: -1



Below is a molecular structure, C17H40AlF6O21S7, with properties calculated with ωB97M-V with the def2-TZVPD basis set.

```
92
C17H40AlF6O21S7 (ωB97M-V with the def2-TZVPD basis set)
Al -0.90 0.71 0.07
C 1.80 2.20 4.67
F 0.99 3.20 5.08
F 2.91 2.24 5.37
F 1.18 1.09 4.95
S 2.02 2.32 2.71
O 2.41 3.73 2.46
O 3.08 1.35 2.39
O 0.68 1.90 2.16
C -3.32 -0.45 -4.76
F -4.50 -0.25 -5.35
F -2.97 -1.73 -4.85
F -2.41 0.37 -5.24
S -3.60 -0.11 -2.88
O -4.68 -1.03 -2.53
O -2.37 -0.43 -2.14
O -4.10 1.27 -2.78
O 1.75 1.87 -0.64
S 3.16 2.02 -1.02
O 4.09 0.89 -0.85
O 3.22 2.56 -2.61
C 4.48 2.85 -3.14
C 4.45 2.72 -4.66
C 4.06 3.40 -0.25
H 5.22 2.10 -2.85
H 4.84 3.84 -2.86
H 4.02 1.81 -5.08
H 5.44 2.75 -5.11
H 3.81 3.49 -5.09
H 4.34 3.14 0.77
H 3.37 4.24 -0.30
H 4.99 3.51 -0.81
O 1.40 -0.99 0.93
S 2.26 -1.87 1.77
O 2.21 -1.71 3.20
O 1.86 -3.49 1.48
C 2.65 -4.59 2.07
C 2.37 -5.79 1.14
C 3.88 -1.88 1.05
H 2.34 -4.82 3.08
H 3.73 -4.45 1.92
H 2.36 -5.46 0.11
H 1.37 -6.17 1.37
H 3.14 -6.53 1.37
H 3.79 -2.36 0.08
H 4.47 -2.51 1.72
H 4.22 -0.85 0.90
O -4.33 4.65 -1.33
S -3.92 4.00 -0.07
O -2.88 2.95 -0.02
O -3.55 5.22 1.09
C -4.42 6.47 1.05
C -4.26 6.94 2.50
C -5.38 3.21 0.73
H -5.45 6.17 0.86
H -4.23 7.23 0.29
H -4.96 6.48 3.20
H -4.43 8.01 2.49
H -3.26 6.84 2.93
H -5.07 2.74 1.66
H -5.62 2.35 0.11
H -6.13 3.99 0.86
O -1.35 -0.93 2.52
S -1.97 -1.76 3.57
O -2.53 -1.06 4.73
O -3.05 -2.82 2.85
C -3.35 -3.95 3.53
C -4.15 -3.75 4.84
C -0.66 -2.91 4.24
H -2.52 -4.62 3.75
H -3.99 -4.61 2.95
H -5.03 -3.11 4.73
H -3.59 -3.24 5.62
H -4.45 -4.67 5.33
H -1.12 -3.54 5.00
H 0.08 -2.27 4.72
H -0.33 -3.53 3.40
O 0.66 -0.43 -2.20
S 1.48 -1.39 -2.93
O 2.13 -2.43 -2.14
O 0.46 -2.15 -4.00
C 0.73 -3.40 -4.54
C -0.32 -3.60 -5.65
C 2.53 -0.68 -4.16
H 0.50 -4.06 -3.70
H 1.75 -3.59 -4.87
H -1.33 -3.59 -5.22
H -0.20 -4.55 -6.18
H -0.11 -2.93 -6.48
H 3.08 -1.53 -4.56
H 3.20 -0.01 -3.62
H 1.88 -0.24 -4.91
```

## Properties
Multiplicity: 2
⟨S²⟩: 0.764



Below is a molecular structure, C7H16Br4NO4S, with properties calculated with ωB97M-V with the def2-TZVPD basis set.

```
33
C7H16Br4NO4S (ωB97M-V with the def2-TZVPD basis set)
N 2.23 -0.69 0.58
C 0.95 -0.17 0.02
C -0.32 -1.14 0.23
O -0.33 -1.86 1.49
C -1.65 -0.22 0.01
S -3.22 -1.02 0.68
O -3.14 -2.53 0.74
O -3.70 -0.38 2.05
O -4.41 -0.67 -0.45
H 2.12 -1.15 1.49
H 2.80 0.17 0.77
H 1.10 -0.10 -1.13
H 0.69 0.91 0.34
H -0.33 -1.90 -0.61
H 0.11 -1.35 2.20
H -1.48 0.82 0.48
H -1.81 -0.11 -1.13
Br 4.10 -0.56 -2.72
C 5.75 -1.59 -2.55
C 5.91 -2.14 -1.16
Br 6.48 -0.76 0.09
H 6.57 -0.93 -2.85
H 5.66 -2.40 -3.28
H 6.70 -2.89 -1.13
H 4.99 -2.57 -0.76
Br -3.60 1.08 1.22
C -4.89 2.58 1.13
C -4.34 3.78 0.39
Br -3.07 4.77 1.50
H -5.18 2.81 2.16
H -5.76 2.17 0.60
H -5.13 4.50 0.15
H -3.81 3.52 -0.53
```

## Properties
Charge: -1



Below is a single C18H24N2O3 molecule, with properties calculated with ωB97M-V with the def2-TZVPD basis set.

```
47
C18H24N2O3 (ωB97M-V with the def2-TZVPD basis set)
O -0.20 -2.12 -0.34
C -0.16 -1.02 0.17
C 1.06 -0.12 -0.07
C 1.11 0.25 -1.55
C 2.32 1.14 -1.78
C 3.62 0.60 -1.21
O 4.69 0.99 -1.65
N 3.53 -0.25 -0.16
C 4.73 -0.80 0.39
C 5.82 0.11 0.86
C 4.99 -0.63 1.86
C 2.32 -0.93 0.25
N -1.17 -0.55 0.95
C -1.23 0.74 1.59
C -1.66 1.88 0.66
O -1.62 3.06 1.42
C -2.36 -1.39 1.08
C -3.51 -0.83 0.29
C -4.64 -0.34 0.92
C -5.68 0.20 0.17
C -5.59 0.24 -1.21
C -4.46 -0.25 -1.85
C -3.43 -0.79 -1.10
H 1.04 0.79 0.53
H 1.19 -0.67 -2.14
H 0.20 0.76 -1.86
H 2.16 2.12 -1.32
H 2.48 1.32 -2.85
H 5.02 -1.75 -0.06
H 5.67 1.17 0.75
H 6.84 -0.21 0.70
H 5.42 -1.45 2.41
H 4.28 -0.05 2.44
H 2.38 -1.11 1.33
H 2.24 -1.90 -0.25
H -1.96 0.68 2.40
H -0.27 1.00 2.04
H -2.67 1.69 0.28
H -0.98 1.95 -0.20
H -1.94 3.80 0.89
H -2.08 -2.38 0.70
H -2.62 -1.47 2.14
H -4.72 -0.37 1.99
H -6.56 0.58 0.66
H -6.39 0.66 -1.80
H -4.39 -0.23 -2.92
H -2.55 -1.19 -1.58
```

## Properties
Energy relative to the best compared isomer or geometry (same formula, charge and spin) in kcal/mol: 43.6
Structure (SMILES): O=C([C@@H]1CCC(=O)N(C2CC2)C1)N(CCO)Cc1ccccc1



Below is a single C12H25N3O3 molecule, with properties calculated with ωB97M-V with the def2-TZVPD basis set.

```
43
C12H25N3O3 (ωB97M-V with the def2-TZVPD basis set)
C 0.38 -2.87 -0.45
C 0.40 -2.46 -1.91
C -0.20 -1.08 -2.22
C -0.88 -1.15 -3.59
C 0.86 0.07 -2.20
N 1.71 0.02 -1.00
C 0.14 1.44 -2.36
O 0.13 2.09 -3.41
N -0.69 1.85 -1.33
C -0.85 1.45 0.02
C -0.01 2.23 1.03
C 0.04 1.75 2.47
C 0.64 0.37 2.54
C 0.79 -0.16 3.99
N 1.32 -1.49 4.12
C -2.32 1.68 0.47
O -2.88 1.14 1.41
O -2.98 2.44 -0.38
H 0.82 -3.89 -0.27
H 0.91 -2.11 0.23
H -0.64 -3.01 -0.03
H 1.39 -2.58 -2.35
H -0.16 -3.19 -2.50
H -0.92 -0.88 -1.43
H -1.48 -2.06 -3.72
H -1.60 -0.35 -3.81
H -0.11 -1.19 -4.37
H 1.45 0.00 -3.16
H 2.24 0.88 -0.94
H 2.33 -0.78 -1.12
H -1.35 2.58 -1.62
H -0.60 0.38 0.14
H 1.03 2.25 0.62
H -0.39 3.27 0.93
H -0.99 1.68 2.88
H 0.71 2.41 3.07
H 1.58 0.31 2.02
H -0.02 -0.38 1.98
H 1.45 0.54 4.58
H -0.23 -0.15 4.38
H 2.19 -1.54 3.64
H 0.64 -2.06 3.66
H -3.86 2.53 0.01
```

## Properties
Energy relative to the best compared isomer or geometry (same formula, charge and spin) in kcal/mol: 21.8
Structure (SMILES): CC[C@H](C)[C@H](N)C(=O)N[C@@H](CCCCN)C(=O)O



Below is a molecular structure, C34H59ClLaN2O2Si, with properties calculated with ωB97M-V with the def2-TZVPD basis set.

```
100
C34H59ClLaN2O2Si (ωB97M-V with the def2-TZVPD basis set)
O -1.52 -2.45 -0.86
O 0.91 -3.12 -1.00
C -2.74 -2.70 -0.17
C -3.90 -1.79 -0.44
H -2.45 -2.66 0.89
H -2.96 -3.76 -0.40
H -3.70 -0.73 -0.25
H -4.72 -2.06 0.23
H -4.22 -1.91 -1.48
C -1.44 -1.51 -1.96
C -1.84 -2.16 -3.27
H -0.38 -1.19 -1.97
H -2.03 -0.59 -1.77
H -1.07 -2.86 -3.59
H -1.97 -1.40 -4.05
H -2.78 -2.71 -3.16
C 2.25 -2.91 -1.52
C 0.44 -4.49 -0.97
C 2.20 -2.10 -2.80
H 2.77 -3.88 -1.67
H 2.78 -2.35 -0.73
H 1.70 -2.67 -3.60
H 3.22 -1.89 -3.12
H 1.66 -1.15 -2.65
C 0.55 -5.22 -2.28
H -0.62 -4.41 -0.69
H 0.95 -5.02 -0.15
H 0.05 -4.68 -3.08
H 0.07 -6.20 -2.17
H 1.60 -5.38 -2.54
H 0.00 -2.04 0.23
N -1.41 3.03 0.04
C -1.06 4.31 0.29
C 0.23 4.78 0.61
C 1.45 4.10 0.66
C -2.14 5.37 0.17
H -3.10 5.03 0.58
H -2.29 5.67 -0.88
H -1.84 6.26 0.73
C 2.77 4.82 0.70
H 3.37 4.63 -0.20
H 3.37 4.53 1.58
H 2.58 5.90 0.76
N 1.45 2.76 0.74
C -2.57 2.68 -0.76
C -3.75 2.20 -0.15
C -3.88 2.09 1.34
C -4.83 1.80 -0.95
H -5.75 1.46 -0.45
C -4.76 1.85 -2.33
H -5.61 1.54 -2.94
C -3.60 2.34 -2.94
H -3.54 2.40 -4.02
C -2.51 2.75 -2.17
C -1.29 3.28 -2.84
C 2.58 1.90 0.58
C 3.17 1.32 1.73
C 2.70 1.68 3.12
C 4.12 0.31 1.56
H 4.55 -0.15 2.46
C 4.49 -0.11 0.29
H 5.23 -0.90 0.17
C 3.90 0.47 -0.84
H 4.18 0.13 -1.84
C 2.95 1.47 -0.71
C 2.27 2.01 -1.93
La -0.20 1.31 1.43
H -3.65 1.07 1.71
H -4.93 2.28 1.63
H -3.26 2.81 1.89
H -0.36 2.83 -2.47
H -1.20 4.37 -2.73
H -1.34 3.07 -3.92
H 3.57 1.71 3.80
H 2.03 0.90 3.53
H 2.21 2.66 3.19
H 1.99 3.07 -1.84
H 1.37 1.44 -2.19
H 2.95 1.93 -2.79
H 0.31 5.86 0.80
C 0.41 -1.47 1.14
Si 1.28 -2.67 2.38
H 1.16 -0.77 0.74
H -0.50 -1.07 1.66
C 0.05 -4.06 2.69
C 1.77 -1.90 4.04
C 2.95 -3.44 1.91
H 3.36 -3.89 2.83
H 3.69 -2.69 1.56
H 2.86 -4.24 1.15
H -0.80 -3.68 3.27
H 0.53 -4.86 3.28
H -0.33 -4.50 1.76
H 0.99 -1.23 4.43
H 2.72 -1.37 3.95
H 1.91 -2.75 4.73
Cl -1.03 2.35 4.01
C -1.37 0.65 3.54
H -0.95 -0.02 4.30
H -2.46 0.54 3.45
```

## Properties
Energy relative to the best compared isomer or geometry (same formula, charge and spin) in kcal/mol: 13.6
Charge: +1



Values for calculated total energy, eV, ordered as above
-87529.2571 -28920.9843 -160015.3939 -308194.0299 -28178.2820 -23462.8144 -64545.4867